DFT (wB97M-V/def2-TZVPD) results for a molecular structure, C8H12O at a distorted geometry.

Structure (ORCA input):
```
! wB97M-V def2-TZVPD RIJCOSX def2/J DEFGRID3
* xyz 0 1
C -1.588 2.053 1.761
C -0.610 1.104 0.930
C -1.190 0.439 -0.013
C -0.384 -0.395 -0.850
C 0.809 0.544 1.022
C 0.994 -0.117 -0.173
C -0.497 -1.928 -0.776
C 2.142 -0.297 -1.000
H -1.727 1.745 2.778
H -2.559 1.824 1.320
H -0.969 2.969 1.658
H -2.287 0.323 -0.611
H -0.336 -0.292 -2.012
H 1.807 1.392 0.958
H 0.411 -2.498 -1.082
H -1.273 -2.485 -1.644
H -1.021 -2.132 0.346
H 2.405 -1.363 -0.685
H 1.830 -0.215 -2.370
H 3.049 0.321 -0.544
O 0.993 -0.993 0.986
*
```

The highest occupied orbital energy comes out at -9.51 eV. The value obtained for the maximum force is 7.9 eV/Å. As for the energy above the lowest of the compared OMol25 structures with the same formula, charge and spin: 181.2 kcal/mol. The value obtained for the gap between HOMO and LUMO is 10.340 eV.